This record from OMol25 describes C16H10AsF6N3O2Ti as an isolated structure in a non-equilibrium geometry. The level of theory is the ωB97M-V functional and the def2-TZVPD basis.

The geometry in XYZ format:
```
39
Properties=species:S:1:pos:R:3:mulliken_spin:R:1
Ti -0.505 0.804 0.159 -0.001
O 6.310 -1.753 1.460 0.010
C 7.140 -2.544 1.731 -0.004
O 7.876 -3.427 2.057 0.012
C 1.344 -3.488 -0.210 -0.058
C 1.154 -2.753 -1.335 0.060
C 0.202 -1.684 -1.361 0.058
N -0.316 -1.238 -0.183 0.006
C -0.175 -2.037 0.960 0.009
C 0.743 -3.134 0.963 0.084
C -0.874 -1.517 2.077 -0.002
C -0.877 -1.977 3.433 0.043
C -1.569 -1.257 4.409 -0.008
C -2.192 -0.076 3.997 0.025
C -2.097 0.404 2.713 0.042
N -1.310 -0.271 1.829 -0.015
C -0.043 -0.788 -2.460 0.201
C 0.635 -0.830 -3.699 0.158
C 0.252 -0.024 -4.754 -0.031
C -0.672 1.005 -4.492 0.214
C -1.195 1.138 -3.185 0.261
N -0.876 0.231 -2.233 -0.088
H 1.779 -2.887 -2.226 -0.002
H 0.985 -3.620 1.864 0.008
H -0.150 -2.757 3.753 0.000
H -1.588 -1.637 5.442 0.001
H -2.639 0.592 4.752 0.000
H -2.531 1.339 2.445 0.002
H 1.575 -1.349 -3.663 -0.001
H 0.675 -0.186 -5.740 0.006
H -0.967 1.846 -5.154 0.004
H -1.997 1.847 -2.964 0.002
F -0.003 2.040 1.441 0.000
As -2.561 6.894 -0.271 0.000
F -1.575 7.774 0.931 0.000
F -1.838 5.411 0.075 0.000
F -1.442 7.323 -1.575 0.000
F 1.273 0.821 -0.644 0.005
F -1.951 1.766 -0.346 0.001
```

Summary:
HOMO (spin up / spin down) (Ha): -0.6391 / -0.6391
Total charge: +3
E_tot (Eh): -4613.79495
Molecular weight (Da): 513.1
Max |F| (eV/Å): 5.6
2S+1: 2
Gap between HOMO and LUMO (spin up / spin down) (eV): 1.97 / 1.44
Expectation value of S²: 1.153